{
  "formula": "C49H49BrF4N2PPt",
  "method": "ωB97M-V/def2-TZVPD",
  "symbols": ["Pt", "C", "C", "C", "C", "C", "C", "C", "C", "C", "C", "C", "C", "N", "C", "C", "C", "C", "C", "C", "C", "N", "C", "C", "C", "C", "C", "C", "C", "C", "C", "C", "C", "C", "H", "H", "H", "H", "H", "H", "H", "H", "H", "H", "H", "H", "H", "H", "H", "H", "H", "H", "H", "H", "H", "H", "H", "H", "H", "H", "H", "H", "H", "H", "H", "H", "H", "H", "H", "H", "H", "H", "H", "F", "C", "C", "F", "C", "F", "C", "P", "C", "C", "C", "C", "C", "C", "C", "C", "C", "C", "C", "C", "C", "Br", "C", "F", "H", "H", "H", "H", "H", "H", "H", "H", "H", "H"],
  "coordinates": [[0.124, -0.358, 0.007], [6.020, -1.161, -1.303], [4.546, -1.484, -1.581], [4.401, -2.201, -2.931], [3.941, -2.326, -0.461], [4.482, -3.583, -0.226], [3.917, -4.454, 0.690], [2.799, -4.077, 1.419], [2.215, -2.841, 1.232], [1.045, -2.423, 2.119], [0.111, -3.591, 2.441], [1.555, -1.737, 3.388], [2.818, -1.943, 0.311], [2.325, -0.612, 0.237], [3.181, 0.332, 0.320], [3.009, 1.750, 0.119], [4.144, 2.526, 0.215], [4.106, 3.910, 0.025], [2.885, 4.559, -0.254], [1.738, 3.835, -0.338], [1.750, 2.400, -0.156], [0.632, 1.727, -0.218], [-0.589, 2.419, -0.354], [-1.197, 3.005, 0.820], [-2.286, 3.834, 0.617], [-2.757, 4.121, -0.652], [-2.172, 3.523, -1.771], [-1.116, 2.649, -1.671], [-0.551, 2.137, -3.007], [0.525, 3.113, -3.520], [-0.019, 0.709, -3.081], [-0.730, 2.908, 2.279], [0.203, 1.773, 2.714], [-0.065, 4.245, 2.675], [6.403, -0.485, -2.070], [6.636, -2.061, -1.331], [6.167, -0.698, -0.321], [4.001, -0.545, -1.672], [5.014, -3.103, -2.962], [4.735, -1.542, -3.736], [3.361, -2.482, -3.120], [5.350, -3.895, -0.794], [4.326, -5.450, 0.812], [2.405, -4.753, 2.167], [0.465, -1.661, 1.546], [0.508, -4.176, 3.273], [0.003, -4.259, 1.584], [-0.879, -3.241, 2.742], [2.190, -2.423, 3.952], [0.720, -1.445, 4.032], [2.143, -0.845, 3.151], [4.186, 0.056, 0.635], [5.090, 2.044, 0.436], [5.022, 4.486, 0.089], [2.861, 5.633, -0.398], [0.795, 4.319, -0.553], [-2.759, 4.292, 1.479], [-3.578, 4.816, -0.779], [-2.547, 3.768, -2.758], [-1.395, 2.190, -3.697], [1.448, 3.035, -2.935], [0.172, 4.146, -3.482], [0.768, 2.882, -4.559], [0.925, 0.579, -2.551], [0.183, 0.468, -4.128], [-0.761, -0.010, -2.734], [-1.648, 2.817, 2.864], [1.251, 1.997, 2.501], [-0.054, 0.825, 2.251], [0.113, 1.639, 3.793], [0.861, 4.392, 2.114], [0.181, 4.227, 3.738], [-0.721, 5.096, 2.491], [-3.142, -6.634, -0.705], [-2.929, -5.354, -0.563], [-3.943, -4.513, -0.140], [-5.140, -4.987, 0.100], [-3.692, -3.160, 0.008], [-4.698, -2.374, 0.363], [-2.440, -2.606, -0.249], [-2.211, -0.805, -0.044], [-2.951, -0.374, 1.544], [-2.134, -0.567, 2.663], [-2.599, -0.279, 3.935], [-3.880, 0.234, 4.097], [-4.701, 0.415, 2.991], [-4.250, 0.108, 1.716], [-3.184, -0.160, -1.407], [-3.902, 1.029, -1.288], [-4.675, 1.477, -2.350], [-4.699, 0.770, -3.544], [-3.944, -0.390, -3.684], [-3.192, -0.857, -2.621], [-1.456, -3.470, -0.703], [0.238, -2.836, -1.232], [-1.684, -4.821, -0.857], [-0.715, -5.610, -1.294], [-1.132, -0.962, 2.534], [-1.971, -0.450, 4.801], [-4.242, 0.478, 5.089], [-5.708, 0.792, 3.120], [-4.928, 0.197, 0.881], [-3.879, 1.592, -0.366], [-5.260, 2.384, -2.247], [-5.310, 1.120, -4.367], [-3.951, -0.931, -4.621], [-2.628, -1.777, -2.728]],
  "orbital_gap_ev": [4.2, 4.2],
  "total_charge": 3,
  "energy_ha": -5439.235019
}